76
Properties=species:S:1:pos:R:3:lowdin_spin:R:1 method="wB97M-V/def2-TZVPD" mol_weight_g_mol=798.347 multiplicity=2 lumo_energy_ev="-3.575 / -3.581" s_squared=0.870 charge=+1 homo_ev="-10.42 / -10.41"
Mn 0.71 0.07 -0.19 0.94
O 7.38 -0.29 -2.71 0.00
N 7.09 -1.29 -2.09 0.00
O 7.85 -2.21 -1.85 0.00
C 5.70 -1.38 -1.56 0.00
C 5.24 -2.61 -1.33 0.00
C 3.88 -2.81 -0.90 0.00
C 3.33 -4.08 -0.62 0.00
C 2.02 -4.16 -0.24 0.00
C 1.26 -2.99 -0.16 0.00
N 1.77 -1.81 -0.42 0.01
C 3.06 -1.71 -0.75 0.00
C 3.59 -0.39 -0.91 0.00
N 2.75 0.62 -0.60 -0.01
C 3.18 1.85 -0.68 0.00
C 4.48 2.16 -1.11 0.00
C 5.34 1.15 -1.43 0.00
C 4.90 -0.19 -1.33 0.00
H 5.90 -3.46 -1.48 0.00
H 3.95 -4.96 -0.71 0.00
H 1.56 -5.12 0.00 0.00
H 0.22 -3.01 0.13 0.00
H 2.49 2.63 -0.38 0.00
H 4.79 3.20 -1.17 0.00
H 6.34 1.37 -1.76 0.00
O 0.58 1.23 1.46 0.01
C 0.22 0.23 2.16 0.00
O 0.18 -0.90 1.58 0.00
C -0.15 0.40 3.58 0.00
C -0.41 -0.72 4.34 0.00
C -0.78 -0.60 5.69 0.00
C -0.87 0.67 6.19 0.00
O -1.22 1.03 7.45 0.00
C -1.18 2.47 7.49 0.00
O -0.79 2.91 6.18 0.00
C -0.62 1.78 5.43 0.00
C -0.25 1.70 4.12 0.00
H -0.33 -1.70 3.88 0.00
H -0.99 -1.47 6.31 0.00
H -0.45 2.80 8.22 0.00
H -2.16 2.86 7.73 0.00
H -0.03 2.57 3.51 0.00
C -4.97 -0.47 -5.24 0.00
C -3.65 -0.28 -5.64 0.00
C -2.62 -0.37 -4.71 0.00
C -2.92 -0.63 -3.37 0.02
C -4.23 -0.82 -2.97 0.00
C -5.26 -0.74 -3.90 0.00
Sb -1.31 -0.71 -1.99 0.03
C -2.47 -0.85 -0.20 0.00
C -2.63 0.19 0.72 0.00
C -3.34 -0.03 1.90 0.00
C -3.89 -1.27 2.17 0.00
C -3.73 -2.31 1.26 0.00
C -3.02 -2.10 0.09 0.00
C -0.93 1.40 -1.99 -0.01
C -1.95 2.34 -1.80 0.00
C -1.67 3.69 -1.87 0.00
C -0.36 4.13 -2.12 0.00
C 0.65 3.21 -2.34 0.00
C 0.36 1.84 -2.28 0.00
H -5.77 -0.41 -5.96 0.00
H -3.43 -0.07 -6.68 0.00
H -1.60 -0.22 -5.04 0.00
H -4.47 -1.02 -1.93 0.00
H -6.29 -0.88 -3.59 0.00
H -2.20 1.16 0.55 0.00
H -3.45 0.78 2.62 0.00
H -4.45 -1.44 3.09 0.00
H -4.16 -3.29 1.47 0.00
H -2.89 -2.93 -0.61 0.00
H -2.97 2.02 -1.63 0.00
H -2.46 4.42 -1.74 0.00
H -0.15 5.19 -2.17 0.00
H 1.65 3.55 -2.59 0.00
H 1.12 1.14 -2.55 0.00